Record 1
Molecular formula: C14H22O11Rb3
Method: DFT, ωB97M-V/def2-TZVPD

The net charge is +1. The value obtained for the HOMO energy is -5.50 eV. Its total energy is -1445.9806 Eh. For the LUMO energy, the calculation gives -3.6283 eV. The HOMO-LUMO gap is 1.88 eV. The spin multiplicity is 1.

```
50
Properties=species:S:1:pos:R:3:forces:R:3
Rb -6.2323 1.6523 -3.8039 0.25 -0.23 0.19
Rb -9.9318 -3.7027 -0.3764 0.21 0.01 -0.01
Rb -0.7885 -0.6266 -8.9048 0.05 -0.05 0.21
O -1.6605 -0.9643 -2.6956 -0.29 -0.32 1.94
C -1.3148 -1.4240 -1.4350 -0.17 -0.70 -1.73
C -2.4353 -1.9755 -0.3495 -2.92 -0.97 -0.78
O -3.6069 -2.7766 -0.7736 3.14 2.29 0.61
H -0.5021 -0.8493 -0.9906 -0.54 1.45 1.08
H -0.6386 -2.2742 -1.5250 -0.29 -1.56 -0.40
H -2.7831 -1.1023 0.2024 -0.69 1.28 -0.76
H -2.0445 -2.3823 0.5832 1.25 -1.20 -0.37
C 6.8880 -3.7350 -4.2402 0.05 0.59 0.52
C 5.8787 -2.6127 -4.0367 0.19 -2.13 -0.97
C 6.2494 -1.6713 -2.9426 -0.90 0.68 1.26
O 5.9129 -0.4160 -3.5149 -0.18 1.31 3.20
C 5.7674 -0.4778 -4.7877 1.48 -0.41 -1.70
O 5.7813 0.4568 -5.5178 -0.83 0.51 -0.74
O 5.8449 -1.7617 -5.1680 -0.29 -0.40 -1.42
H 6.6589 -4.4045 -5.0693 0.17 0.45 -0.23
H 6.8882 -4.3747 -3.3577 0.07 0.11 0.20
H 7.8372 -3.2017 -4.2928 0.37 -0.67 -0.44
H 4.9119 -3.1153 -4.0088 -0.39 0.53 0.71
H 7.2885 -1.6018 -2.6209 0.17 -0.46 -0.39
H 5.6414 -1.7831 -2.0449 0.03 -0.13 -0.02
C -7.4774 -2.4100 8.0987 -0.52 -0.06 -0.15
C -6.3553 -3.3880 7.9949 -0.30 0.56 1.10
C -5.2042 -3.0366 7.0791 1.07 0.37 0.73
O -4.0585 -2.8409 7.9903 0.09 -0.45 -1.08
C -4.4221 -3.2118 9.2033 -0.54 -0.39 1.99
O -3.8434 -3.3619 10.2281 2.51 0.47 -0.12
O -5.7190 -3.4071 9.3034 -2.93 -1.05 -1.82
H -7.9385 -2.3038 7.1168 0.12 0.56 -0.11
H -7.1193 -1.4915 8.5637 -0.30 0.18 -0.32
H -8.2634 -2.8649 8.7016 0.09 0.21 0.32
H -6.8422 -4.3249 7.7243 0.67 -0.51 0.31
H -5.2783 -2.0576 6.6057 -0.32 -0.42 -0.50
H -5.0110 -3.8967 6.4379 0.39 0.51 -0.34
C 3.1456 6.7665 -3.7744 -0.61 1.15 -0.21
C 1.7496 6.6428 -3.1185 1.60 0.69 0.28
C 1.7347 5.3638 -2.3265 -1.25 -0.11 0.77
O 1.6432 5.7804 -0.9560 0.42 0.18 0.29
C 1.6301 7.1242 -0.7945 -0.24 1.20 1.74
O 1.5956 7.6580 0.3396 0.15 -1.60 -5.35
O 1.6304 7.7209 -2.1133 -0.20 -1.45 1.86
H 3.2531 6.2606 -4.7339 -0.06 -0.76 0.39
H 3.8604 6.4836 -3.0017 0.21 -0.30 -0.38
H 3.4129 7.7827 -4.0641 -0.38 0.32 0.31
H 0.8743 6.5780 -3.7648 0.23 0.99 -0.23
H 2.5884 4.7091 -2.5014 -0.01 0.14 0.28
H 0.8043 4.8494 -2.5671 0.16 -0.46 0.27
```
Forces are in eV/Å.

Atomic partial charges in e from the Löwdin method, atoms 1 to 2: atom 1 (Rb): 0.635, atom 2 (Rb): 0.696


Record 2
Molecular formula: C14H22O2
Method: DFT, ωB97M-V/def2-TZVPD

The value obtained for the HOMO energy is -9.28 eV. Its total energy is -697.0950 Eh. For the LUMO energy, the calculation gives 0.8332 eV. The HOMO-LUMO gap is 10.12 eV. The spin multiplicity is 1.

```
38
Properties=species:S:1:pos:R:3:forces:R:3
O -1.0373 -2.9137 0.2571 1.24 0.71 -0.52
O 0.0873 -1.2121 -0.7357 0.39 0.26 -0.24
C -0.4108 -2.4477 -0.6846 -2.05 -1.23 0.33
C 2.6735 0.0735 0.2519 -1.77 0.51 -0.22
C 1.3879 0.5359 0.2521 2.92 0.00 1.07
C -1.6237 -2.5252 -2.8279 0.74 0.37 0.59
C -0.5272 -4.7053 -2.0106 -0.39 1.08 -0.36
C 0.7045 1.8602 2.8725 -0.89 -0.27 -0.02
C 0.2374 4.0027 1.7408 0.13 -0.62 0.51
C 0.2100 -0.4126 0.4674 -0.38 1.15 -0.07
C -1.0737 0.4062 0.8458 0.12 -0.16 0.72
C -0.0915 2.1939 -0.6040 -0.95 0.82 -0.61
C -0.4020 -3.1454 -2.0625 -0.34 -0.07 0.20
C 1.1288 2.0520 0.2701 0.70 -0.89 -0.22
C -0.8691 1.9176 0.6924 -0.89 -0.07 -0.06
C 0.3055 2.4772 1.5318 0.86 -0.03 -0.59
H 3.4999 0.7845 0.1959 -0.19 -0.28 -0.04
H 2.9093 -0.9942 0.2721 -0.10 0.34 0.01
H -1.6730 -2.9555 -3.8195 0.08 0.19 -0.35
H -2.5511 -2.7946 -2.3273 -0.03 -0.05 0.20
H -1.5619 -1.4115 -2.8485 0.01 -0.85 -0.22
H -0.8538 -5.0648 -2.9977 0.32 0.14 0.15
H -1.3038 -5.0257 -1.3229 0.05 0.12 0.30
H 0.4161 -5.1711 -1.7577 0.14 -0.12 0.13
H 0.9425 0.7938 2.7942 -0.12 0.14 0.02
H 1.5884 2.3476 3.3081 -0.35 0.02 -0.12
H -0.1785 1.9735 3.5412 0.73 -0.09 -0.04
H 1.1735 4.3421 2.1964 -0.06 0.05 -0.18
H -0.5505 4.2150 2.4599 -0.14 0.00 0.21
H 0.0183 4.6156 0.8867 0.02 0.04 -0.70
H 0.4365 -1.0842 1.2686 0.17 -0.48 0.45
H -1.3930 0.2013 1.9027 0.36 -0.12 -0.94
H -1.8724 0.0742 0.1958 -0.30 -0.06 -0.13
H -0.2383 3.1994 -1.0169 -0.01 -0.06 0.36
H -0.2459 1.5128 -1.4523 0.22 -0.11 0.37
H 0.5414 -2.8837 -2.5497 -0.21 0.10 -0.18
H 1.9766 2.6783 0.0224 0.59 -0.29 -0.03
H -1.7798 2.4900 0.7921 -0.62 -0.16 0.21
```
Forces are in eV/Å.

Atomic partial charges in e from the Löwdin method, atoms 1 to 2: atom 1 (O): 0.100, atom 2 (O): 0.028


Record 3
Molecular formula: C14H23B3F9O8PS
Method: DFT, ωB97M-V/def2-TZVPD

The value obtained for the HOMO energy is -10.39 eV. Its total energy is -2862.4389 Eh. For the LUMO energy, the calculation gives -0.0395 eV. The HOMO-LUMO gap is 10.35 eV. The spin multiplicity is 1.

```
59
Properties=species:S:1:pos:R:3:forces:R:3
C -1.5589 0.8658 7.3509 -0.54 -0.35 0.08
C -1.8633 -0.4409 6.6332 0.30 0.74 0.50
O -3.0042 -0.2488 5.7840 0.53 -0.57 -0.27
P -3.0641 -1.0162 4.3759 -1.04 0.08 0.37
O -4.4497 -1.1646 3.9388 -0.14 0.03 -0.35
C -2.0992 -0.0215 3.2167 0.58 -0.02 0.56
C -0.8081 0.6233 3.7516 -0.30 0.44 -0.91
B -0.1862 1.5591 2.6593 -0.11 -0.04 0.25
O 0.8535 2.4462 2.9160 -0.41 0.09 0.06
B 0.9826 3.5097 2.0489 0.30 0.74 -0.07
O 0.6752 3.3500 0.7062 0.43 -0.72 0.27
B 0.2514 2.0645 0.4967 -0.81 0.62 -0.49
C 0.9108 1.1390 -0.6500 0.09 0.48 0.07
F 2.1839 1.5575 -0.8610 0.11 -0.04 -0.01
F 0.9937 -0.1414 -0.1945 0.06 -0.20 0.03
C 0.1645 1.1731 -2.0112 0.27 -0.03 -0.52
F -0.9651 1.9244 -1.8885 0.21 -0.13 0.09
F 0.9487 1.7696 -2.9406 -0.32 -0.21 0.32
C -0.2533 -0.2066 -2.5847 -0.08 -0.13 -0.69
F -0.6871 0.0125 -3.8556 0.24 -0.10 0.42
F 0.8120 -1.0402 -2.6614 -0.51 0.52 0.19
C -1.4389 -0.8793 -1.8085 -0.33 -0.13 -0.05
F -2.5967 -0.6042 -2.4265 0.52 -0.20 0.35
F -1.2664 -2.2024 -1.7644 -0.12 0.41 -0.01
F -1.5174 -0.4100 -0.5542 -0.10 -0.22 -0.31
O -0.6724 1.5479 1.3578 0.53 -0.73 0.00
O -2.3378 -2.4109 4.6841 0.48 0.70 -0.35
C -1.6266 -3.0691 3.6204 0.21 -0.65 0.32
C -0.1208 -2.9930 3.8381 -0.35 -0.01 0.21
H -1.7388 1.7013 6.6879 0.18 0.26 -0.15
H -2.2287 0.9760 8.1960 -0.15 0.14 0.16
H -0.5458 0.8763 7.7303 0.28 0.05 -0.01
H -2.0793 -1.2032 7.3713 -0.15 -0.35 -0.04
H -0.9883 -0.7464 6.0731 0.03 -0.20 -0.27
H -1.8853 -0.5725 2.3105 -0.10 -0.24 -0.21
H -2.7802 0.7712 2.9307 -0.32 0.08 -0.08
H -1.0370 1.2614 4.5980 0.15 -0.08 0.43
H -0.0550 -0.1095 4.0205 0.14 -0.13 0.33
H 1.3431 4.5775 2.4085 0.10 -0.07 0.13
H -1.9356 -2.7168 2.6446 -0.11 0.23 -0.17
H -1.9265 -4.1075 3.6748 -0.21 -0.19 0.05
H 0.3695 -2.2375 3.2383 0.12 0.15 -0.14
H 0.3334 -3.9583 3.6575 0.18 -0.14 -0.28
H 0.0428 -2.7824 4.8885 0.14 0.13 0.22
C 2.0140 -0.6624 -5.9526 0.05 0.09 -0.02
C 1.5442 0.7693 -6.2455 0.03 -0.06 -0.08
C 2.6488 1.4562 -7.0594 -0.25 0.10 0.20
S 3.4930 0.1494 -7.9617 -0.17 -0.02 0.01
O 4.8464 0.0549 -7.4782 0.07 0.01 -0.07
O 3.2143 0.2712 -9.3687 0.14 0.00 -0.05
C 2.5455 -1.2059 -7.2753 -0.15 -0.10 0.22
H 1.2078 -1.2816 -5.5637 -0.01 -0.01 0.01
H 2.8141 -0.6456 -5.2092 0.01 -0.03 0.00
H 0.6220 0.7373 -6.8289 0.00 -0.02 -0.02
H 1.3335 1.3196 -5.3330 -0.01 0.03 0.02
H 2.2561 2.1739 -7.7743 0.09 0.00 -0.08
H 3.3844 1.9380 -6.4187 0.08 -0.06 -0.03
H 3.1913 -2.0737 -7.1678 0.08 0.04 -0.09
H 1.7361 -1.4236 -7.9711 0.02 0.02 -0.05
```
Forces are in eV/Å.

Atomic partial charges in e from the Löwdin method, atoms 1 to 2: atom 1 (C): -0.064, atom 2 (C): -0.281


Record 4
Molecular formula: C14H23BFeN6O
Method: DFT, ωB97M-V/def2-TZVPD

The value obtained for the HOMO energy (alpha / beta) is -6.87 / -7.61 eV. Its total energy is -2239.5373 Eh. For the LUMO energy (alpha / beta), the calculation gives 0.6101 / 0.5212 eV. The HOMO-LUMO gap (alpha / beta) is 7.48 / 8.13 eV. The spin multiplicity is 5. The expectation value of S² is 6.03.

```
46
Properties=species:S:1:pos:R:3:forces:R:3
H 0.9735 3.3494 0.2935 -0.32 -1.36 -1.10
N 0.5360 1.6418 -1.0886 -0.04 1.21 0.58
B 0.1605 0.3289 -3.2339 0.07 0.11 0.86
N 0.5223 1.6108 -2.4423 0.43 0.70 -0.51
C 0.8779 2.8009 -2.9685 0.05 0.46 1.90
Fe -0.0934 -0.2890 -0.1353 1.25 0.40 2.33
H 0.9474 2.9682 -4.0337 -0.06 -0.13 0.15
C 1.1105 3.6715 -1.8712 -0.42 -1.42 -1.76
H 1.4087 4.6780 -1.9755 0.21 0.83 0.21
C 0.8691 2.9065 -0.7385 0.26 0.37 0.44
H 0.2233 0.4675 -4.4455 -0.03 -0.04 0.60
C -0.5846 -1.8526 1.0494 -0.83 -1.74 0.77
H -0.6827 -2.0680 2.1545 0.27 0.73 -1.19
H 0.2412 -2.5669 0.7256 -1.42 0.26 -0.05
H -1.6314 -2.0698 0.6773 1.19 -0.70 -0.08
N -1.2521 -0.0578 -2.7537 -1.20 -0.10 0.04
N 1.1239 -0.7559 -2.7096 1.16 -0.55 0.02
N -1.5312 -0.1921 -1.4194 -2.48 -0.66 -1.79
N 1.2598 -0.9914 -1.3687 0.90 -1.73 -1.38
C -2.3560 -0.2503 -3.4958 -0.91 -0.39 1.84
C 1.9728 -1.5207 -3.4127 0.45 -0.85 2.00
H -2.3459 -0.1477 -4.5687 0.06 -0.02 0.05
H 2.0582 -1.4407 -4.4780 -0.06 0.00 -0.18
C -3.4150 -0.5735 -2.5924 2.15 0.57 -1.13
C 2.6572 -2.3566 -2.4747 -1.50 1.69 -1.30
C -2.8455 -0.5417 -1.3264 0.14 0.23 -0.10
C 2.1533 -2.0081 -1.2341 0.10 0.24 0.25
H -4.4028 -0.7834 -2.8698 -1.11 -0.27 -0.17
H 3.3826 -3.0646 -2.7205 0.91 -0.96 -0.18
H -3.4087 -0.7818 -0.3884 1.20 0.45 -0.83
H 2.4557 -2.5029 -0.2700 -0.71 1.07 -1.01
H -0.8326 0.6810 1.4454 3.78 -0.94 2.94
C -1.3757 -0.2067 4.0026 -0.40 -0.04 -0.36
C 0.0136 0.0997 3.4087 0.29 1.75 2.85
C 0.4775 1.4638 4.0036 0.04 0.25 -0.50
C 0.9431 -0.9611 4.0005 0.44 -0.42 -0.38
O 0.2239 0.4808 2.0224 -4.09 0.45 -2.24
H -1.3911 -0.1217 5.1216 0.47 0.06 -1.01
H -1.7118 -1.2295 3.7800 -0.04 0.39 -0.15
H -2.0937 0.5279 3.6375 -0.28 -0.10 -0.09
H 0.5088 1.5441 5.1158 -0.07 -0.10 -0.82
H 1.4920 1.5960 3.5376 -0.85 0.35 0.80
H -0.2321 2.1998 3.5326 0.86 -0.28 0.84
H 0.6241 -1.9790 3.7698 0.12 0.05 -0.14
H 1.9443 -0.7963 3.6265 0.39 -0.18 -0.20
H 1.0250 -0.9069 5.1112 -0.41 0.35 -0.79
```
Forces are in eV/Å.

Atomic partial charges in e from the Löwdin method, atoms 1 to 2: atom 1 (H): 0.129, atom 2 (N): -0.003


Record 5
Molecular formula: C14H23F9NO2
Method: DFT, ωB97M-V/def2-TZVPD

The net charge is -1. The value obtained for the HOMO energy is -3.64 eV. Its total energy is -1651.3061 Eh. For the LUMO energy, the calculation gives 2.6025 eV. The HOMO-LUMO gap is 6.24 eV. The spin multiplicity is 1.

```
49
Properties=species:S:1:pos:R:3:forces:R:3
C 1.6575 1.8511 1.5243 0.10 -0.05 0.69
C 1.7181 0.3363 1.7319 -0.19 0.27 -1.03
O 1.8355 -0.3040 0.4471 0.12 -0.16 0.58
C 0.5718 -0.6969 -0.0745 0.19 -0.13 -0.56
C 0.5909 -0.6458 -1.6001 -0.37 -0.13 -0.26
C -0.4109 0.3444 -2.1987 0.28 0.19 0.40
C -0.3239 1.7650 -1.6603 -0.38 0.10 -0.07
C -1.4694 2.6621 -2.2115 0.48 0.14 0.36
N -2.2319 3.3307 -1.1819 -0.83 -0.21 -0.04
C -3.4915 2.9355 -1.0476 1.15 0.43 0.31
F -4.2004 3.7675 -0.1743 0.00 0.25 -0.11
F -4.3162 2.9412 -2.2140 -0.21 -0.02 -0.24
C -3.7785 1.4888 -0.4616 -0.68 -0.13 -0.54
F -2.7091 0.9906 0.2002 0.18 -0.05 0.16
F -4.0404 0.6098 -1.4753 0.16 -0.05 0.14
C -4.9774 1.3732 0.5063 -0.23 -0.25 0.03
F -6.0780 1.9689 -0.0056 0.38 -0.30 0.17
F -5.2822 0.0461 0.6560 -0.03 0.34 -0.03
C -4.6991 1.9252 1.9500 -0.01 0.33 0.45
F -5.7994 2.5797 2.4078 0.81 -0.45 -0.16
F -3.6520 2.7599 2.0014 -0.68 -0.63 0.33
F -4.4488 0.8964 2.8013 -0.14 0.70 -0.42
H 1.9426 2.1065 0.5146 0.02 0.00 -0.28
H 0.6677 2.2416 1.7287 -0.20 0.13 -0.15
H 2.3457 2.3535 2.1995 0.09 0.13 0.12
H 2.5602 0.0445 2.3461 0.24 -0.19 -0.01
H 0.8014 -0.0145 2.1925 -0.07 -0.15 0.37
H -0.2241 -0.0547 0.2897 -0.08 0.16 0.19
H 0.3527 -1.7156 0.2467 -0.05 -0.17 0.24
H 1.5884 -0.4359 -1.9739 0.31 0.12 0.20
H 0.3358 -1.6382 -1.9703 0.04 -0.17 -0.16
H -0.2772 0.3969 -3.2757 -0.04 -0.20 -0.29
H -1.4136 -0.0314 -2.0115 -0.26 -0.03 -0.03
H 0.6486 2.2016 -1.8836 0.24 0.02 -0.14
H -0.4259 1.7958 -0.5827 -0.01 -0.08 0.23
H -0.9900 3.4276 -2.8260 -0.03 0.10 -0.28
H -2.0746 2.0535 -2.8871 -0.20 -0.06 -0.17
C 5.2925 -3.1716 0.6498 0.07 0.03 0.08
C 4.0637 -3.8751 1.2091 -0.06 0.16 -0.31
C 3.4360 -4.8022 0.1775 -0.06 -0.08 0.06
O 3.1125 -2.9236 1.6657 0.06 -0.18 0.14
H 5.0163 -2.5526 -0.2073 -0.02 -0.04 -0.04
H 5.7304 -2.5145 1.4015 0.00 -0.02 0.02
H 6.0503 -3.8889 0.3280 -0.01 0.00 -0.01
H 4.3470 -4.4535 2.0905 -0.03 0.01 0.06
H 3.1071 -4.2306 -0.6942 0.06 0.02 -0.02
H 2.5597 -5.2987 0.5945 0.01 -0.01 0.03
H 4.1433 -5.5637 -0.1570 0.00 0.01 -0.01
H 2.8388 -2.3818 0.9142 -0.09 0.29 0.03
```
Forces are in eV/Å.

Atomic partial charges in e from the Löwdin method, atoms 1 to 2: atom 1 (C): -0.063, atom 2 (C): -0.242